{
  "formula": "C34H40ClF32INO11P",
  "method": "ωB97M-V with the def2-TZVPD basis set",
  "charge": -2,
  "homo_ev": -2.159,
  "homo_lumo_gap_ev": 5.5,
  "lumo_ev": 3.344,
  "symbols": ["C", "C", "O", "P", "C", "C", "N", "C", "C", "C", "O", "O", "C", "I", "C", "C", "C", "C", "C", "O", "Cl", "C", "O", "O", "O", "H", "H", "H", "H", "H", "H", "H", "H", "H", "H", "H", "H", "H", "H", "H", "H", "H", "H", "H", "H", "H", "H", "H", "H", "C", "C", "C", "F", "F", "F", "F", "O", "C", "C", "F", "F", "F", "F", "H", "H", "H", "H", "C", "C", "C", "F", "F", "F", "F", "O", "C", "C", "F", "F", "F", "F", "H", "H", "H", "H", "C", "C", "C", "F", "F", "F", "F", "O", "C", "C", "F", "F", "F", "F", "H", "H", "H", "H", "C", "C", "C", "F", "F", "F", "F", "O", "C", "C", "F", "F", "F", "F", "H", "H", "H", "H"],
  "positions_angstrom": [[-3.03671, -1.99729, 2.54143], [-2.69630, -1.74093, 1.04408], [-1.60851, -0.87720, 0.99087], [-0.60032, -0.83035, -0.43294], [-2.02529, -1.10495, -1.70413], [-3.11409, -0.08591, -1.73478], [-3.27405, 0.72583, -2.70184], [-0.54506, 1.07901, -0.59679], [-1.14438, 1.85810, 0.56116], [-0.61374, 3.30027, 0.49367], [-2.57192, 1.95714, 0.53101], [-0.24428, -2.56710, -0.47205], [0.66383, -3.02185, 0.43865], [1.71306, -4.60311, -0.73415], [0.06337, -3.82983, 1.59987], [-1.05464, -4.78697, 1.14995], [1.53641, -1.73746, 0.83943], [1.96632, -1.78843, 2.31923], [2.69249, -0.53492, 2.70609], [3.75525, -0.13858, 2.34422], [1.77711, 0.51885, 3.93019], [2.84556, -1.79984, -0.02230], [3.85723, -2.30872, 0.55180], [2.81733, -1.41291, -1.18763], [0.71398, -0.63972, 0.72094], [-2.30560, -1.53467, 3.19634], [-3.02022, -3.07081, 2.74054], [-4.04910, -1.67085, 2.77148], [-2.55788, -2.71783, 0.58137], [-3.61722, -1.32563, 0.61355], [0.29150, -0.78732, -1.55321], [-1.52134, -1.06114, -2.66638], [-2.41977, -2.12166, -1.65672], [-3.84691, -0.00209, -0.93957], [-2.57155, 0.57229, -3.42364], [-0.87477, 1.42319, -1.57740], [0.51862, 1.29083, -0.55478], [-0.80094, 1.48500, 1.52198], [0.41827, 3.31396, 0.82530], [-1.17123, 3.91191, 1.20960], [-0.74053, 3.73809, -0.49014], [-2.95070, 1.34486, 1.16579], [-0.32630, -3.18897, 2.38828], [0.86206, -4.44919, 1.99638], [-1.37300, -4.59277, 0.12993], [-1.93462, -4.65444, 1.78019], [-0.74778, -5.82861, 1.19266], [2.54875, -2.68912, 2.48888], [1.08353, -1.86916, 2.94647], [2.76727, 6.84612, 1.57679], [1.43680, 6.31373, 1.00341], [1.17646, 6.55071, -0.48998], [1.12573, 7.86983, -0.78985], [-0.01180, 6.02830, -0.83912], [0.41131, 6.78573, 1.74726], [1.48453, 4.97026, 1.20129], [2.76840, 8.09922, 2.27050], [2.90348, 9.29881, 1.61500], [1.66175, 10.18124, 1.77368], [0.56133, 9.57412, 1.30510], [1.83090, 11.33143, 1.07302], [3.24779, 9.12693, 0.32729], [3.93713, 9.95265, 2.20437], [3.03581, 6.13159, 2.35265], [3.57336, 6.79481, 0.84596], [1.95308, 6.07618, -1.09649], [1.50323, 10.42392, 2.82655], [1.69548, -6.53600, -6.86594], [0.83432, -5.28393, -7.13816], [0.85429, -4.19973, -6.05094], [0.37417, -4.67681, -4.89562], [0.07224, -3.15911, -6.42821], [-0.43346, -5.65686, -7.42153], [1.33199, -4.71639, -8.27816], [1.05512, -7.69190, -6.32565], [0.87505, -7.76411, -4.95166], [-0.61150, -7.79982, -4.57322], [-1.27190, -6.72749, -5.04209], [-0.73408, -7.81146, -3.23064], [1.55800, -6.78396, -4.35550], [1.42227, -8.93314, -4.53869], [2.04546, -6.86429, -7.84419], [2.59489, -6.28300, -6.30714], [1.86981, -3.82304, -5.89641], [-1.07951, -8.69830, -4.98423], [5.93343, -1.80079, 4.84551], [7.33878, -2.42540, 4.76160], [7.43892, -3.91253, 4.41478], [6.84430, -4.69766, 5.33362], [8.75029, -4.27408, 4.37596], [8.01759, -2.16380, 5.90836], [7.99367, -1.76515, 3.76901], [5.34130, -1.64251, 6.13804], [4.63736, -2.65596, 6.74620], [5.30549, -3.11050, 8.04724], [6.56374, -3.54170, 7.83787], [4.60541, -4.13912, 8.58734], [4.41100, -3.67946, 5.90681], [3.42839, -2.15206, 7.07968], [6.05716, -0.77674, 4.49761], [5.24228, -2.25672, 4.13643], [6.99829, -4.11040, 3.43457], [5.33709, -2.28646, 8.76270], [-6.13180, 3.17162, -2.09566], [-7.41130, 2.43148, -2.53046], [-7.84868, 2.56018, -3.99067], [-8.13579, 3.83091, -4.33738], [-8.98171, 1.83408, -4.18719], [-8.43325, 2.77316, -1.70473], [-7.17945, 1.10857, -2.32804], [-6.27796, 4.43390, -1.43420], [-6.40621, 5.61084, -2.12811], [-7.75795, 6.28154, -1.86756], [-8.78519, 5.48205, -2.20907], [-7.85806, 7.41479, -2.60886], [-6.16597, 5.44717, -3.44260], [-5.45325, 6.45113, -1.66309], [-5.68015, 2.53715, -1.33481], [-5.39337, 3.21600, -2.89401], [-7.07505, 2.17418, -4.65848], [-7.85447, 6.53701, -0.81074]],
  "forces_ev_per_angstrom": [[-0.09, -0.55, -0.50], [-0.80, -0.13, 1.38], [-0.34, -0.49, -0.77], [1.77, 1.89, -1.63], [-0.37, -0.10, 0.41], [0.42, -0.35, -0.82], [-0.73, 0.53, -0.11], [-0.53, -0.87, 1.31], [0.49, 1.56, -0.70], [-0.60, -0.43, 0.77], [-0.47, 0.00, 0.03], [-0.87, -0.36, 1.29], [-0.48, 0.83, -0.24], [0.38, -0.28, -0.09], [-0.22, -0.63, -0.48], [-0.19, 0.09, 0.06], [0.72, -1.20, 0.41], [-0.92, -0.27, 0.52], [1.57, 0.19, -0.75], [-1.24, -0.19, 0.77], [-0.02, -0.16, -0.06], [1.70, -0.15, 0.18], [-0.78, -0.07, 0.27], [-0.71, 0.60, -0.68], [0.05, -0.40, -0.81], [0.01, 0.24, 0.02], [0.05, -0.04, 0.12], [-0.01, 0.26, 0.22], [0.45, 0.14, -0.31], [0.15, 0.18, -0.31], [0.00, -0.08, 0.22], [0.19, 0.09, -0.09], [-0.16, -0.02, 0.34], [0.10, -0.08, 0.27], [0.15, -0.08, 0.09], [-0.41, 0.03, 0.07], [0.25, -0.21, -0.08], [-0.10, -0.52, 0.02], [-0.05, -0.25, -0.41], [-0.04, 0.12, -0.01], [0.11, -0.04, -0.21], [0.27, -0.28, -0.06], [0.06, 0.32, -0.09], [0.17, 0.21, 0.42], [0.09, 0.12, -0.14], [-0.04, -0.15, 0.09], [0.07, -0.08, 0.06], [0.61, 0.25, -0.05], [-0.13, 0.23, 0.00], [0.56, -0.12, 0.24], [0.05, 0.30, 0.68], [-0.15, -0.38, -0.35], [0.19, 0.17, 0.22], [-0.05, -0.01, 0.14], [-0.06, 0.13, -0.17], [0.42, 0.60, -0.28], [-0.63, 0.23, -0.40], [0.50, -0.94, 0.09], [-0.24, 0.26, 0.14], [0.03, -0.15, -0.11], [0.14, -0.02, 0.02], [-0.17, 0.16, -0.09], [-0.09, 0.21, 0.04], [-0.13, 0.02, 0.05], [-0.15, 0.15, -0.21], [0.07, 0.01, 0.09], [0.13, -0.02, 0.02], [0.45, -0.35, -0.36], [-0.30, -0.45, 0.12], [0.07, 0.41, 0.12], [-0.11, 0.06, -0.10], [0.00, -0.14, -0.23], [-0.01, 0.06, 0.07], [0.22, 0.10, 0.10], [-0.47, 0.52, 0.25], [0.78, 0.23, -0.57], [-0.33, -0.09, 0.22], [0.09, 0.03, -0.10], [0.13, -0.09, 0.00], [-0.21, -0.21, 0.47], [-0.18, -0.12, 0.00], [-0.18, 0.00, -0.05], [-0.13, 0.17, 0.17], [0.02, -0.07, 0.00], [0.13, -0.05, -0.02], [-0.51, 0.36, -0.37], [-0.21, 0.36, 0.62], [0.17, -0.23, -0.42], [-0.11, 0.12, 0.19], [0.02, 0.13, 0.01], [0.04, -0.18, 0.04], [-0.04, -0.14, -0.18], [0.53, -0.61, 0.34], [-0.11, 0.54, -0.99], [0.07, -0.02, 0.34], [0.03, -0.04, -0.15], [-0.10, 0.04, -0.05], [0.12, -0.17, 0.18], [-0.01, -0.05, 0.25], [0.06, 0.00, 0.04], [0.05, -0.22, 0.04], [-0.05, 0.09, 0.01], [-0.09, 0.05, -0.06], [0.65, -0.10, 0.18], [0.00, 0.43, 0.65], [-0.07, -0.34, -0.32], [0.05, 0.18, 0.16], [0.05, -0.04, 0.11], [-0.12, 0.07, -0.16], [0.07, -0.05, -0.24], [-0.80, 0.11, -0.38], [0.75, -0.86, 0.10], [-0.24, 0.23, 0.15], [0.04, -0.12, -0.11], [0.12, 0.00, 0.00], [-0.24, 0.13, -0.08], [-0.13, 0.22, 0.03], [-0.03, -0.01, 0.01], [-0.12, 0.04, -0.15], [0.07, 0.00, 0.08], [0.13, -0.01, 0.01]],
  "lowdin_charge": [-0.067, -0.337, -0.260, 0.662, -0.227, -0.314, 0.052, -0.201, -0.456, -0.073, -0.065, -0.335, -0.699, 0.894, -0.279, -0.145, -0.412, -0.126, -0.692, 0.060, 0.513, -0.773, -0.120, -0.042, -0.197, 0.072, 0.043, 0.053, 0.085, 0.086, 0.056, 0.071, 0.078, 0.077, 0.028, 0.080, 0.083, 0.126, 0.062, 0.076, 0.068, 0.071, 0.096, 0.076, 0.055, 0.045, 0.051, 0.125, 0.085, -0.025, -0.434, -0.300, 0.084, 0.104, 0.131, 0.093, 0.042, -0.544, -0.290, 0.109, 0.087, 0.149, 0.130, 0.149, 0.145, 0.176, 0.173, -0.045, -0.434, -0.304, 0.104, 0.096, 0.125, 0.091, 0.036, -0.535, -0.293, 0.105, 0.107, 0.147, 0.136, 0.142, 0.145, 0.179, 0.170, -0.021, -0.435, -0.294, 0.092, 0.078, 0.113, 0.110, 0.045, -0.547, -0.286, 0.095, 0.088, 0.157, 0.143, 0.151, 0.149, 0.180, 0.171, -0.023, -0.440, -0.299, 0.088, 0.080, 0.116, 0.110, 0.048, -0.547, -0.285, 0.097, 0.084, 0.147, 0.142, 0.148, 0.141, 0.174, 0.172]
}